11
Properties=species:S:1:pos:R:3:lowdin_charge:R:1 method="wB97M-V/def2-TZVPD" lumo_energy_ev=0.8 smiles="[H]/N=C/OCC=O" e_tot_ha=-322.51289 e_above_lowest_kj_mol=161.31 orbital_gap_ev=10.58 total_charge=0 e_homo_ev=-9.76
N -0.345 1.447 0.522 0.130
C -0.606 1.163 -0.680 -0.299
O -0.324 -0.028 -1.228 -0.063
C 0.525 -0.904 -0.486 -0.139
C 0.243 -1.045 1.002 -0.278
O 1.137 -1.274 1.778 0.049
H -0.663 2.381 0.762 0.067
H -1.090 1.803 -1.423 0.136
H 1.574 -0.616 -0.609 0.136
H 0.368 -1.885 -0.947 0.136
H -0.819 -1.043 1.308 0.125